1) The following is a DFT calculation (ωB97M-V/def2-TZVPD) of 2 unconnected molecules or ions with the total composition CHFINO2.

Cartesian coordinates (Å):
O -1.53 -3.40 0.78
C -1.87 -2.36 0.35
N -2.12 -1.34 -0.25
I -2.92 0.46 -0.13
O 0.81 -1.17 -0.27
F 1.81 -0.47 -0.96
H 1.16 -1.99 -0.17

Highest occupied orbital energy, eV: -9.8
Structure (SMILES): O=C=NI.OF
Spin multiplicity: 1
Total charge: 0


2) The following is a DFT calculation (ωB97M-V/def2-TZVPD) of 2 unconnected molecules or ions with the total composition CHFINO2.

Cartesian coordinates (Å):
C 0.52 1.16 -0.45
N -1.34 -1.48 0.91
O -0.79 -2.48 1.11
O -1.11 -0.45 0.41
F -0.11 1.53 -1.54
I 2.15 -0.11 -0.73
H 0.68 1.82 0.29

Highest occupied orbital energy (alpha / beta), eV: -9.7 / -8.3
Spin multiplicity: 1
Total charge: 0


Which of them is most stable, and which least? Most stable: 1); least stable: 2).


1) The following is a DFT calculation (ωB97M-V/def2-TZVPD) of C10H10 in the gas phase.

Cartesian coordinates (Å):
C -0.49 -3.56 0.77
C -0.33 -2.20 0.76
C -1.54 -1.29 0.63
C -1.31 0.05 0.50
C -0.05 0.58 0.39
C 1.14 -0.10 0.49
C 1.03 -1.54 0.77
C 2.21 -2.23 1.06
C -0.51 2.00 0.30
C -1.96 1.38 0.38
H 0.31 -4.29 0.87
H -1.53 -3.91 0.67
H -2.57 -1.63 0.57
H 2.09 0.41 0.47
H 3.23 -1.80 1.04
H 2.17 -3.28 1.27
H -0.18 2.57 1.16
H -0.26 2.53 -0.59
H -2.58 1.54 -0.53
H -2.49 1.67 1.30

Highest occupied orbital energy, eV: -7.2
Structure (SMILES): C=c1cc2c(cc1=C)CC2
Spin multiplicity: 1
Total charge: 0


2) The following is a DFT calculation (ωB97M-V/def2-TZVPD) of C10H10 in the gas phase.

Cartesian coordinates (Å):
C -0.65 -2.39 -0.12
C -1.52 -1.52 0.09
C 0.79 -2.50 0.10
C 1.91 1.30 -0.13
C 0.36 1.42 0.21
C 2.24 -0.19 -0.21
C -1.75 -0.11 0.06
C 1.33 -1.06 0.10
C -0.35 0.21 -0.02
C -2.93 0.80 -0.19
H 1.15 -2.83 1.13
H 1.23 -2.95 -0.80
H 2.05 1.71 -1.16
H 2.63 1.64 0.55
H 0.25 1.50 1.42
H -0.21 2.28 -0.22
H 3.24 -0.31 -0.40
H -3.38 0.83 0.85
H -3.71 0.46 -0.82
H -2.66 1.73 -0.44

Highest occupied orbital energy, eV: -7.5
Spin multiplicity: 1
Total charge: 0


Which of them is most stable, and which least? Most stable: 1); least stable: 2).


1) The following is a DFT calculation (ωB97M-V/def2-TZVPD) of 2 unconnected molecules or ions with the total composition C3H9NO.

Cartesian coordinates (Å):
N 1.10 0.00 0.32
C -0.29 -0.02 -0.14
C -0.22 2.49 0.37
C -0.84 1.43 -0.15
H 1.83 -0.45 -0.19
H 1.34 0.80 0.87
H -0.89 -0.57 0.64
H -0.36 -0.49 -1.12
H -0.70 3.42 0.67
H 0.86 2.77 0.35
H -1.77 1.51 -0.69
H -0.78 -3.74 -0.52
H 0.55 -3.20 0.05
O 0.18 -3.93 -0.46

Expectation value of S²: 0.7512
Highest occupied orbital energy (alpha / beta), eV: 1.2 / -4.8
Spin multiplicity: 2
Total charge: -1


2) The following is a DFT calculation (ωB97M-V/def2-TZVPD) of 2 unconnected molecules or ions with the total composition C3H9NO.

Cartesian coordinates (Å):
O 2.20 0.44 -0.58
C 1.70 0.38 -1.71
H 0.87 1.04 -2.13
H 2.21 -0.04 -2.65
C -1.07 -0.60 2.01
C -0.86 -0.64 0.45
N -1.59 0.44 -0.32
H -2.15 -0.50 2.10
H -0.74 -1.65 2.43
H -0.43 0.12 2.54
H 0.23 -0.66 0.11
H -1.25 -1.61 0.17
H -2.59 0.48 -0.19
H -1.27 1.34 -0.03

Expectation value of S²: 0.7531
Highest occupied orbital energy (alpha / beta), eV: 0.7 / -2.6
Spin multiplicity: 2
Total charge: -1


Which of them is most stable, and which least? Most stable: 2); least stable: 1).